DFT (ωB97M-V with the def2-TZVPD basis set) results for a cluster of 2 separate species, C3H12N4O2 in total in a non-equilibrium geometry.

Structure (XYZ):
```
21
Properties=species:S:1:pos:R:3:mulliken_charge:R:1
C 0.81979 -0.20264 1.48724 -0.40
C 1.49570 -1.02708 -2.05826 -0.30
N 1.80004 0.18480 -1.95644 -0.44
O 1.36389 0.87746 2.19587 -0.53
H 0.59349 1.30032 2.61685 0.35
H 2.66100 0.47355 -2.39948 0.18
H 0.55537 0.98202 -0.91284 0.37
H 0.72604 -1.08267 2.14272 0.32
H 1.47650 -0.44876 0.65757 0.17
H 0.58308 -1.35818 -1.57212 0.21
H 2.07182 -1.78441 -2.60487 0.27
N -1.19367 -0.83987 0.19318 -0.16
C -0.59693 0.19963 1.03126 0.44
N -2.44857 -0.34095 -0.30288 -0.68
N -0.21921 1.31059 -0.31837 -0.45
O -1.28421 0.84391 1.83522 -0.83
H -1.32916 -1.65491 0.80072 0.27
H -3.03146 -1.13399 -0.57138 0.25
H -2.91914 0.16822 0.46029 0.24
H -1.10491 1.31585 -0.82030 0.38
H -0.01947 2.21711 0.09602 0.33
```

M   136.16 g mol⁻¹
SMILES   NN[C@@]([NH3+])([O-])CO.C=N
Kohn-Sham gap   0.3539 hartree
HOMO level   -8.75 eV
Energy   -490.9311 a.u.